This record from the Open Molecules 2025 dataset describes C2H7N5 in the gas phase at a distorted geometry. The level of theory is ωB97M-V with the def2-TZVPD basis set.

ORCA input file:
```
! RIJCOSX wB97M-V def2-TZVPD def2/J DEFGRID3
* xyz 0 1
N -0.3574 1.6134 -0.9197
C 0.1171 0.3259 -0.5694
N 1.5248 0.1805 -0.7984
N -0.7069 -0.8499 -0.7048
N -1.7739 -0.4046 0.6025
C -0.4066 -0.4087 0.6810
N 0.3542 -1.0503 1.6618
H 0.2760 2.1094 -1.5321
H -1.2838 1.6176 -1.3280
H 1.7489 -0.6892 -1.2664
H 2.0360 0.2303 0.0760
H -2.1193 0.5017 0.2744
H 0.7988 -1.9048 1.3469
H -0.2079 -1.2712 2.4763
*
```

Summary:
LUMO level, eV: 1.0
Energy above the lowest of the compared OMol25 structures with the same formula, charge and spin, kJ/mol: 327.5
Molar mass, g/mol: 101.11
E_HOMO, Ha: -0.3167

This record from the Open Molecules 2025 dataset describes a molecular structure, C2H7N5 at a distorted geometry. The level of theory is ωB97M-V with the def2-TZVPD basis set.

ORCA input file:
```
! RIJCOSX wB97M-V def2-TZVPD def2/J DEFGRID3
* xyz 0 1
C 1.1427 0.8945 -1.0064
C -0.7986 -0.4010 -0.3038
N 0.2672 -0.2585 2.4703
N -1.4052 -0.6953 -1.4880
N -1.3212 -0.2881 0.8817
N -0.1945 0.3855 1.3866
N 0.5079 -0.0589 -0.1140
H 0.2840 -1.2725 2.4117
H 0.7262 0.3417 3.1406
H -2.3648 -0.9993 -1.4109
H -0.8296 -1.0593 -2.2314
H 0.5256 1.7793 -1.2005
H 2.0903 1.2136 -0.5686
H 1.3700 0.4181 -1.9672
*
```

Summary:
LUMO level, eV: 1.0
Energy above the lowest of the compared OMol25 structures with the same formula, charge and spin, kJ/mol: 328.9
Molar mass, g/mol: 101.11
E_HOMO, Ha: -0.3034

This record from the Open Molecules 2025 dataset describes 2 unconnected molecules or ions with the total composition C2H7NO at a distorted geometry. The level of theory is ωB97M-V with the def2-TZVPD basis set.

ORCA input file:
```
! RIJCOSX wB97M-V def2-TZVPD def2/J DEFGRID3
* xyz 0 1
C 1.7715 0.3399 -1.3176
N 0.7656 0.4427 -0.5743
C -0.5820 1.0412 -0.9779
H 2.5045 -0.2406 -0.8546
H 1.9228 0.6250 -2.2583
H -0.5899 2.0617 -1.4803
H -1.2022 1.0977 -0.1086
H -1.0347 0.3453 -1.6811
O -1.2072 -1.9460 3.4307
H -1.8051 -2.2265 2.7969
H -0.5433 -1.5403 3.0250
*
```

Summary:
LUMO level, eV: 0.9
Energy above the lowest of the compared OMol25 structures with the same formula, charge and spin, kJ/mol: 198.7
Molar mass, g/mol: 61.08
E_HOMO, Ha: -0.3511

This record from the Open Molecules 2025 dataset describes 2 unconnected molecules or ions with the total composition C2H7NO at a distorted geometry. The level of theory is ωB97M-V with the def2-TZVPD basis set.

ORCA input file:
```
! RIJCOSX wB97M-V def2-TZVPD def2/J DEFGRID3
* xyz 0 1
C -0.4953 1.6314 -0.2586
N -0.7251 1.4347 0.9893
C -1.5588 0.2074 1.1658
H -0.6780 2.6259 -0.7153
H -0.1091 0.8439 -0.9077
H -1.3532 -0.1846 2.1763
H -2.6032 0.5403 1.2047
H -1.4008 -0.5269 0.3748
O 3.2993 -2.4933 -1.3602
H 2.9720 -1.8273 -1.9870
H 2.6523 -2.2514 -0.6821
*
```

Summary:
LUMO level, eV: 0.5
Energy above the lowest of the compared OMol25 structures with the same formula, charge and spin, kJ/mol: 232.1
Molar mass, g/mol: 61.08
E_HOMO, Ha: -0.3356

no.,E (a.u.)
1,-354.06667
2,-354.06611
3,-210.32308
4,-210.31034